# 1
Computed, not measured: an isolated molecule of C3H6N2S2, with wB97M-V/def2-TZVPD.

Results
HOMO energy, eV: -8.6247
SMILES: C/N=C(\N)SC=S
Orbital gap, hartree: 0.3124
LUMO energy, Ha: -0.005
ΔE to the lowest compared entry with this formula, charge and spin, eV: 1.5681
Electronic energy, a.u.: -1023.745306

Geometry as XYZ:
```
13
C3H6N2S2 wB97M-V/def2-TZVPD
H -0.638 -2.554 -0.600
S 3.999 1.070 0.912
H 2.299 -0.560 0.433
N -0.032 -0.707 -0.020
S 1.125 1.577 0.458
H -1.102 2.291 -0.191
C -0.206 0.520 0.059
H -2.245 0.842 -0.140
H -1.570 -1.109 -1.256
N -1.357 1.269 -0.274
C 2.559 0.578 0.514
H -1.738 -1.598 0.483
C -1.095 -1.619 -0.378
```

Electronic structure analysis, natural (NBO) charges in units of e:
1. H 0.21
2. S 0.09
3. H 0.26
4. N -0.50
5. S 0.30
6. H 0.41
7. C 0.27
8. H 0.41
9. H 0.18
10. N -0.86
11. C -0.53
12. H 0.20
13. C -0.44

# 2
Computed, not measured: an isolated molecule of C6H6NO3PS, with wB97M-V/def2-TZVPD.

Results
HOMO energy, eV: -10.0909
SMILES: C#CC[C@@H](OC(=O)N=C=S)[PH2]=O
Orbital gap, hartree: 0.3550
LUMO energy, Ha: -0.016
ΔE to the lowest compared entry with this formula, charge and spin, eV: 1.7189
Electronic energy, a.u.: -1252.162200

Geometry as XYZ:
```
18
C6H6NO3PS wB97M-V/def2-TZVPD
H -0.813 -0.213 -2.282
C -2.628 -2.336 -0.647
S 2.082 2.231 3.113
H -3.252 -3.070 -0.200
N 3.083 0.902 0.908
C 2.249 -0.048 0.203
H -0.877 2.282 -0.860
C -1.711 -1.677 -1.038
C 2.563 1.387 1.901
O 1.251 0.487 -0.525
H 0.221 -1.569 -1.713
C -0.562 -0.861 -1.443
C -0.067 -0.063 -0.235
H -0.475 1.921 1.334
P -1.122 1.383 0.201
H 0.018 -0.750 0.607
O -2.542 1.082 0.456
O 2.495 -1.211 0.230
```

Electronic structure analysis, natural (NBO) charges in units of e:
1. H 0.24
2. C -0.21
3. S 0.13
4. H 0.24
5. N -0.51
6. C 0.90
7. H -0.08
8. C -0.01
9. C 0.22
10. O -0.53
11. H 0.26
12. C -0.50
13. C -0.22
14. H -0.09
15. P 1.52
16. H 0.24
17. O -1.06
18. O -0.52

# 3
Computed, not measured: a cluster of 3 separate species, C5H11N3 in total, with wB97M-V/def2-TZVPD.

Results
HOMO energy, eV: -8.2805
Orbital gap, hartree: 0.3197
LUMO energy, Ha: 0.015
ΔE to the lowest compared entry with this formula, charge and spin, eV: 9.2932
Electronic energy, a.u.: -361.047874

Geometry as XYZ:
```
19
C5H11N3 wB97M-V/def2-TZVPD
C 0.520 0.869 1.369
H -0.401 -0.075 3.220
H 1.868 -2.109 1.120
H -0.469 -1.052 -0.875
C -0.299 -0.201 2.115
H 2.402 -0.806 -0.019
C 0.142 0.984 -0.116
H 1.145 0.936 -0.588
H 1.924 -0.443 2.554
C -1.772 -0.230 -2.807
H -0.171 2.010 -0.246
H -2.617 -1.525 -2.493
H 0.974 1.811 1.961
N -0.801 0.027 -0.800
N -0.828 0.500 -2.034
H -0.912 -0.752 1.336
C 1.172 -0.362 1.759
N 1.491 -1.227 0.565
H -1.353 0.554 -4.008
```

Electronic structure analysis, natural (NBO) charges in units of e:
1. C -0.24
2. H 0.23
3. H 0.37
4. H 0.40
5. C -0.46
6. H 0.36
7. C -0.23
8. H 0.17
9. H 0.19
10. C -0.23
11. H 0.22
12. H 0.21
13. H 0.23
14. N -0.48
15. N -0.28
16. H 0.25
17. C -0.09
18. N -0.87
19. H 0.23

# 4
Computed, not measured: a cluster of 2 separate species, H4S4 in total, with wB97M-V/def2-TZVPD.

Results
HOMO energy, eV: -9.2723
SMILES: SS.SS
Orbital gap, hartree: 0.3470
LUMO energy, Ha: 0.006
ΔE to the lowest compared entry with this formula, charge and spin, eV: 0.1790
Electronic energy, a.u.: -1595.119946

Geometry as XYZ:
```
8
H4S4 wB97M-V/def2-TZVPD
S -1.759 3.512 -0.779
H -2.262 1.813 -2.649
S -1.097 1.938 -1.979
H 2.576 -4.151 2.386
S 1.315 -3.705 2.572
H -1.947 4.479 -1.702
S 1.161 -2.437 0.903
H 2.013 -1.449 1.247
```

Electronic structure analysis, natural (NBO) charges in units of e:
1. S -0.14
2. H 0.13
3. S -0.12
4. H 0.13
5. S -0.13
6. H 0.13
7. S -0.13
8. H 0.13